## one
# C2H3O2S2

A cluster of 2 separate species, C2H3O2S2 in total (ωB97M-V/def2-TZVPD, OMol25).

Last column: Mulliken charge in e.
Cartesian coordinates (Å):
C1 -1.057 1.428 -0.427  -0.380
C2 -0.074 1.424 0.669  -0.149
O1 0.049 -3.116 -0.118  -0.513
O2 2.376 -2.620 0.501  -0.515
S1 0.576 2.078 -0.878  -0.206
S2 0.951 -2.359 0.759  0.392
H1 -1.370 0.526 -0.959  0.258
H2 -1.814 2.209 -0.430  0.203
H3 0.362 0.431 0.883  -0.090

The HOMO energy (alpha / beta) comes out at -0.1568 / -0.0588 hartree. Its total charge is -1. For the gap between HOMO and LUMO (alpha / beta), the calculation gives 7.6854 / 3.7631 eV. Its LUMO energy (alpha / beta) is 0.126 / 0.079 Ha.

## two
# C2H3O2S2

The ion C2H3O2S2 with charge -1 (ωB97M-V/def2-TZVPD, OMol25).

Last column: Mulliken charge in e.
Cartesian coordinates (Å):
C1 0.952 0.041 -0.171  -0.998
C2 -0.379 -0.523 0.566  0.271
O1 -1.889 1.471 -0.508  -0.510
O2 -1.323 -1.105 -0.299  -0.351
S1 2.965 0.746 0.148  -0.643
S2 -1.946 0.316 0.375  0.388
H1 1.236 -0.762 -0.850  0.232
H2 0.617 0.895 -0.755  0.230
H3 -0.234 -1.080 1.493  0.381

The HOMO energy comes out at -0.1048 hartree. Its total charge is -1. For the gap between HOMO and LUMO, the calculation gives 5.9152 eV. Its LUMO energy is 0.113 Ha.

## three
# C2H3O2S2

The ion C2H3O2S2 with charge -1 (ωB97M-V/def2-TZVPD, OMol25).

Last column: Mulliken charge in e.
Cartesian coordinates (Å):
C1 1.186 0.218 0.124  -0.533
C2 0.020 -0.561 -0.299  -0.240
O1 -1.218 1.242 0.956  -0.664
O2 -2.516 0.166 -0.862  -0.649
S1 1.237 -1.582 0.694  -0.264
S2 -1.638 -0.049 0.341  0.456
H1 1.960 0.388 -0.579  0.284
H2 0.909 0.962 0.997  0.247
H3 0.060 -0.784 -1.372  0.362

The HOMO energy comes out at -0.1264 hartree. Its total charge is -1. For the gap between HOMO and LUMO, the calculation gives 6.7741 eV. Its LUMO energy is 0.123 Ha.

## four
# C2H3O2S2

The ion C2H3O2S2 with charge -1 (ωB97M-V/def2-TZVPD, OMol25).

Last column: Mulliken charge in e.
Cartesian coordinates (Å):
C1 -0.239 -0.409 0.116  -0.572
C2 0.856 0.337 0.076  -0.443
S1 2.483 -0.404 0.011  0.818
O1 2.336 -1.355 -1.073  -0.635
O2 3.374 0.670 -0.267  -0.633
S2 2.602 -1.252 1.760  -0.519
H1 -1.241 0.041 0.249  0.250
H2 -0.085 -1.404 0.407  0.231
H3 0.891 1.319 0.119  0.503

As for the structure (SMILES): C=CS(=O)(=O)[S-]. The HOMO energy comes out at -0.1484 hartree. Its total charge is -1. For the gap between HOMO and LUMO, the calculation gives 7.8458 eV. Its LUMO energy is 0.140 Ha.

Most stable one: four, least stable one: two.